Run one
Molecular formula: C2H5N
Method: DFT, wB97M-V/def2-TZVPD

Its structure (SMILES) is C=CN. The frontier orbital gap is 10.780 eV. The LUMO energy is 1.2314 eV.

Element x y z (Å)
C: -0.941 0.495 -0.370
C: -0.140 -0.456 0.116
N: 1.347 -0.427 0.335
H: -1.977 0.288 -0.569
H: -0.470 1.366 -0.855
H: -0.454 -1.502 0.261
H: 1.506 -0.187 1.303
H: 1.128 0.423 -0.220

---

Run two
Molecular formula: C2H5N
Method: DFT, wB97M-V/def2-TZVPD

Its structure (SMILES) is C=CN. The frontier orbital gap is 9.640 eV. The LUMO energy is 1.2439 eV.

Element x y z (Å)
C: -0.996 -0.647 -0.469
C: -0.204 0.349 -0.043
N: 1.083 0.315 0.434
H: -0.761 -1.701 -0.403
H: -1.908 -0.373 -0.969
H: -0.468 1.326 -0.463
H: 1.609 -0.528 0.477
H: 1.263 0.993 1.155

---

Run three
Molecular formula: C2H5N
Method: DFT, wB97M-V/def2-TZVPD

The frontier orbital gap is 8.059 eV. The LUMO energy is 0.1358 eV.

Element x y z (Å)
C: -0.972 -0.328 -0.210
C: 0.779 0.197 0.633
N: 0.417 0.267 -0.580
H: -1.576 0.273 0.478
H: -1.482 -0.320 -1.167
H: -0.957 -1.381 0.096
H: 1.137 -0.756 1.100
H: 0.773 1.044 1.362

---

Name the most stable of them. run two.